Record 1
ORCA calculation (ωB97M-V with the def2-TZVPD basis set) on a molecular structure, C29H34CoN2O4P in a non-equilibrium geometry.

Each line ends with the Mulliken charge.
CARTESIAN COORDINATES (ANGSTROEM)
Co 1.05352 -0.43314 0.29895  -0.168
O 3.57748 -0.49415 -2.97392  -0.745
C 3.00803 -0.46285 -1.89635  -0.029
O 1.73121 -0.49933 -1.67387  -0.404
C 3.83580 -0.40880 -0.61794  0.705
C 5.21239 -0.42984 -0.52501  -0.885
C 5.77700 -0.42200 0.74941  -0.246
C 4.96912 -0.40793 1.88330  -0.650
C 3.60106 -0.38969 1.69969  0.588
N 3.09475 -0.37729 0.47642  0.402
C 2.53431 -0.42736 2.79332  -0.132
O 2.88371 -0.45557 3.95884  -0.740
O 1.32490 -0.46842 2.32297  -0.451
H 5.80274 -0.45841 -1.43130  0.563
H 6.85524 -0.43768 0.85878  0.424
H 5.36701 -0.41700 2.88901  0.533
C -1.82053 -2.02596 2.29061  -1.203
C -1.48851 -2.98127 1.14017  0.498
C -0.64167 -4.15216 1.63941  -1.530
P -0.60928 -2.04717 -0.17538  1.569
C -0.39499 -3.24295 -1.56827  0.518
C -0.53929 -2.60636 -2.95258  -1.456
C 0.99423 -3.89057 -1.44036  -1.450
C -1.90396 -0.86684 -0.71374  -0.608
C -3.12331 -1.24452 -1.23216  -0.111
C -4.09678 -0.30999 -1.59668  0.665
C -5.42163 -0.74471 -2.15446  -1.729
C -3.81391 1.05842 -1.42467  -0.966
C -2.61865 1.47710 -0.90562  -0.527
C -1.62969 0.52015 -0.53551  -0.427
N -0.44070 0.86977 -0.01099  1.231
C -0.18773 2.25275 0.29555  -1.514
C 0.47540 3.05064 -0.62403  1.412
C 0.92077 2.51850 -1.96814  -1.774
C 0.73784 4.37217 -0.26053  -0.896
C 0.37158 4.88589 0.97495  0.737
C 0.65335 6.32326 1.34099  -1.572
C -0.27478 4.04004 1.87096  -1.085
C -0.55991 2.72071 1.55583  1.333
C -1.22167 1.79970 2.55155  -1.106
H -2.35003 -2.56428 3.08086  0.602
H -2.45318 -1.19620 1.96803  0.197
H -0.90250 -1.60988 2.71921  0.107
H -2.40937 -3.36159 0.68878  0.537
H 0.31857 -3.79932 2.02608  0.262
H -0.45134 -4.89116 0.86056  0.345
H -1.16245 -4.65708 2.45587  0.485
H -1.16879 -4.00429 -1.42827  0.693
H 0.16221 -1.77687 -3.06812  0.177
H -1.54966 -2.24507 -3.14528  0.350
H -0.30107 -3.35777 -3.71103  0.475
H 1.75788 -3.17732 -1.75842  0.168
H 1.05610 -4.76747 -2.08827  0.470
H 1.23212 -4.20773 -0.42416  0.370
H -3.33996 -2.30048 -1.36414  0.260
H -5.46986 -1.82621 -2.27535  0.356
H -5.60263 -0.28268 -3.12697  0.381
H -6.23691 -0.43876 -1.49487  0.367
H -4.55956 1.79327 -1.70974  0.429
H -2.40600 2.53165 -0.77526  0.542
H 0.35666 1.64222 -2.28601  0.193
H 1.96954 2.21274 -1.94196  0.294
H 0.82272 3.29368 -2.72895  0.537
H 1.25236 5.01127 -0.97319  0.429
H 1.46101 6.73365 0.73535  0.380
H 0.93448 6.41552 2.39110  0.379
H -0.22962 6.94637 1.18281  0.289
H -0.55351 4.41252 2.85202  0.419
H -1.38265 2.31296 3.49877  0.471
H -0.59578 0.92276 2.74233  0.018
H -2.19325 1.44841 2.18902  0.246

The HOMO energy (spin up / spin down) is -8.5076 / -8.8820 eV. As for the multiplicity: 5. Its LUMO energy (spin up / spin down) is 0.29 / -2.27 eV. The maximum force comes out at 0.0245 Eh/bohr. For the orbital gap (spin up / spin down), the calculation gives 8.80 / 6.62 eV.

***

Record 2
ORCA calculation (ωB97M-V with the def2-TZVPD basis set) on a single C5H11NO molecule.

Each line ends with the Mulliken charge.
CARTESIAN COORDINATES (ANGSTROEM)
C 0.33389 1.50918 -1.70719  -1.179
C 0.96983 0.29297 -1.05679  -0.590
N 0.02600 -0.47108 -0.20649  0.031
C 0.59993 -1.91316 0.14500  -0.850
C -0.29903 0.18942 1.06131  0.650
O 0.36561 1.10512 1.47234  -0.510
C -1.50948 -0.38735 1.75070  -1.204
H 1.07095 2.00451 -2.34614  0.354
H 0.00067 2.23177 -0.95644  0.327
H -0.51703 1.23133 -2.34017  0.313
H 1.79779 0.57543 -0.40440  0.372
H 1.33344 -0.42959 -1.79111  0.522
H 1.68386 -1.73357 0.08852  0.172
H 0.39645 -2.02720 1.22403  0.166
H -0.82709 -0.64499 -0.73563  0.357
H -2.33794 0.32493 1.66324  0.344
H -1.28534 -0.50717 2.81293  0.330
H -1.80251 -1.35055 1.32629  0.394

The HOMO energy is -7.0840 eV. Its LUMO energy is 0.69 eV. Its energy above the lowest of the compared OMol25 structures with the same formula, charge and spin is 83.1 kcal/mol. The maximum force comes out at 0.0132 Eh/bohr. For the orbital gap, the calculation gives 7.77 eV.

***

Record 3
ORCA calculation (ωB97M-V with the def2-TZVPD basis set) on 4 unconnected molecules or ions with the total composition C3H9N3 in a non-equilibrium geometry.

Each line ends with the Mulliken charge.
CARTESIAN COORDINATES (ANGSTROEM)
C -1.92978 0.30723 0.53964  -0.662
C 0.90278 0.30416 -0.13682  0.348
C 2.15203 -0.44917 0.16404  -0.676
H -3.11162 0.51001 0.44069  0.261
H -1.24109 1.18296 0.93508  0.265
H -1.93933 -0.56237 1.24917  0.271
H -1.88882 -0.87542 -1.34601  0.290
H 0.01143 -1.36565 -0.10363  0.172
H 1.53760 -2.01319 0.48746  0.142
H 2.63523 0.37489 1.52345  0.248
H 3.13768 -0.38376 -1.15036  0.254
H 0.19259 1.92848 -0.87565  0.314
N -1.38421 -0.00679 -0.81709  -0.532
N -0.09514 -0.49180 -0.56743  -0.087
N 1.02067 1.54043 -0.34254  -0.609

The HOMO energy is -9.0076 eV. Its LUMO energy is -0.36 eV. Its energy above the lowest of the compared OMol25 structures with the same formula, charge and spin is 222.9 kcal/mol. The maximum force comes out at 0.0971 Eh/bohr. For the orbital gap, the calculation gives 8.65 eV.

***

Record 4
ORCA calculation (ωB97M-V with the def2-TZVPD basis set) on a molecular structure, C42H43AsNO3OsP2S in a non-equilibrium geometry.

Each line ends with the Mulliken charge.
CARTESIAN COORDINATES (ANGSTROEM)
Os 0.66824 -0.77198 -0.53367  3.346
O -0.83416 -2.86398 1.18233  -0.711
S -0.81276 -1.42538 1.07003  1.072
C -0.38836 -0.79568 2.71013  -0.591
C -1.12236 -1.14118 3.83253  -0.301
C -0.66016 -0.75108 5.08173  -1.132
C 0.54384 -0.07208 5.20113  -0.875
C 1.30564 0.21722 4.07893  -0.521
C 0.84024 -0.13908 2.81263  0.843
P 1.84714 0.14292 1.30183  0.216
C 2.24754 1.92082 1.29103  0.853
C 1.42844 2.78882 0.56833  0.057
C 1.75774 4.12812 0.45333  -1.214
C 2.89094 4.61762 1.08653  -0.990
C 3.67804 3.76792 1.85043  -0.804
C 3.37664 2.42012 1.94433  -0.377
C 3.44674 -0.66678 1.56603  0.539
C 3.62724 -1.68558 2.50083  -0.779
C 4.88634 -2.23328 2.67663  -0.817
C 5.95484 -1.80308 1.90073  -0.684
C 5.77004 -0.81048 0.94473  -0.965
C 4.52084 -0.24948 0.76803  -0.415
C -2.49866 -0.94908 0.60633  0.264
C -3.55916 -0.74288 1.46783  -0.423
C -4.83826 -0.59758 0.94083  -0.892
C -5.04436 -0.64348 -0.42877  -0.976
C -3.97436 -0.82628 -1.29197  -0.184
C -2.69186 -0.99328 -0.77647  0.069
P -1.25086 -1.43508 -1.79817  -0.008
C -1.24696 -3.24488 -1.87927  0.828
C -0.08106 -3.94458 -1.57957  0.256
C -0.04916 -5.31868 -1.72967  -0.889
C -1.17936 -5.98848 -2.17787  -0.694
C -2.34526 -5.29018 -2.45427  -0.747
C -2.39026 -3.91648 -2.30237  -0.524
C -1.57916 -0.86518 -3.47557  1.006
C -1.17366 -1.67408 -4.54347  -1.120
C -1.39596 -1.26128 -5.84337  -0.791
C -2.01536 -0.04028 -6.08447  -0.746
C -2.41406 0.76722 -5.02637  -0.778
C -2.17446 0.37562 -3.72257  -0.428
H -2.00716 -1.75248 3.73343  0.906
H -1.23786 -0.99638 5.95813  0.501
H 0.90474 0.19902 6.18093  0.502
H 2.26424 0.70172 4.18803  0.541
H 0.54404 2.40332 0.07553  0.394
H 1.14984 4.78012 -0.15607  0.548
H 3.16534 5.65592 0.98013  0.460
H 4.54394 4.15562 2.36523  0.509
H 4.01784 1.76632 2.51763  0.550
H 2.79414 -2.02968 3.09643  0.511
H 5.03274 -2.99848 3.42293  0.474
H 6.93084 -2.24558 2.03133  0.456
H 6.60104 -0.47568 0.34253  0.503
H 4.38094 0.54182 0.04233  0.672
H -3.42136 -0.72518 2.53783  0.450
H -5.67486 -0.46198 1.60893  0.549
H -6.04446 -0.54808 -0.82167  0.505
H -4.14406 -0.84898 -2.35857  0.594
H 0.80164 -3.40788 -1.21577  0.168
H 0.85174 -5.86878 -1.50467  0.476
H -1.15426 -7.05988 -2.30537  0.438
H -3.22676 -5.81188 -2.79487  0.485
H -3.29736 -3.36998 -2.51697  0.419
H -0.71526 -2.63448 -4.34937  0.464
H -1.08596 -1.88818 -6.66577  0.500
H -2.17846 0.28602 -7.09937  0.468
H -2.90466 1.70602 -5.22697  0.489
H -2.44816 1.01762 -2.89857  0.451
N 2.28974 -0.63938 -2.10807  -0.813
C 2.50674 0.72522 -2.63957  -0.571
C 1.29684 1.27822 -3.38007  -0.678
C 0.23474 1.89782 -2.41847  0.653
O -0.08246 3.05222 -2.55487  -0.644
O -0.23016 1.11652 -1.51547  -0.826
H 3.17724 -0.97388 -1.71817  0.271
H 2.07204 -1.26068 -2.89587  0.379
H 3.35634 0.71402 -3.32937  0.626
H 2.76704 1.38772 -1.80767  0.101
H 0.81814 0.50412 -3.98387  -0.039
H 1.61134 2.08642 -4.03777  0.527
C -0.59836 3.45482 3.29003  -1.010
As -1.72516 2.47002 2.01733  0.832
C -2.27356 3.82752 0.71523  -1.083
C -3.36106 2.27572 3.08673  -1.160
H -1.04656 4.43872 3.42713  0.511
H 0.41944 3.58102 2.93253  0.163
H -0.57986 2.93162 4.24273  0.416
H -2.89106 4.56132 1.23473  0.489
H -2.86096 3.37112 -0.07837  0.360
H -1.41396 4.32132 0.27073  0.290
H -3.54136 3.23922 3.56743  0.513
H -3.24026 1.52132 3.86083  0.341
H -4.21806 2.02232 2.46583  0.396

The HOMO energy (spin up / spin down) is -16.1970 / -16.2626 eV. As for the multiplicity: 5. Its LUMO energy (spin up / spin down) is -8.03 / -11.35 eV. Its energy above the lowest of the compared OMol25 structures with the same formula, charge and spin is 66.5 kcal/mol. The maximum force comes out at 0.0577 Eh/bohr. Its net charge is +3. For the orbital gap (spin up / spin down), the calculation gives 8.17 / 4.91 eV.

***

Record 5
ORCA calculation (ωB97M-V with the def2-TZVPD basis set) on a molecular structure, C7H23Li2N4O7 in a non-equilibrium geometry.

Each line ends with the Mulliken charge.
CARTESIAN COORDINATES (ANGSTROEM)
Li 1.67104 -0.55803 -2.06113  0.878
Li 3.11866 1.61170 -0.83438  0.892
C 0.74883 1.24347 0.51536  0.175
O 1.25986 0.75769 -0.67359  -0.883
H 1.40298 0.80798 1.27069  -0.233
H 0.85338 2.32051 0.64633  0.389
H -0.30889 1.02227 0.65816  -0.248
C 2.64455 -1.86708 2.30251  -0.004
C 2.71613 -0.77352 3.44505  -0.363
O 1.89446 -1.19650 4.54905  -0.558
O 3.56490 -2.81305 2.68635  -0.555
H 2.99649 -1.27226 1.45963  0.089
H 1.68351 -2.27772 1.99285  0.183
H 2.25216 0.16205 3.13273  0.121
H 3.71122 -0.50378 3.79881  0.297
H 1.12727 -0.62040 4.51563  0.409
H 3.25769 -3.23492 3.49211  0.361
C -0.08187 1.69738 -4.06098  0.321
C 0.60197 0.54625 -4.73815  -0.442
O 0.51232 -0.58814 -3.81604  -0.571
O 0.70176 2.41477 -3.01682  -0.543
H -0.92966 1.37622 -3.45584  -0.373
H -0.54894 2.44516 -4.70189  0.375
H 1.55640 0.82942 -5.18197  0.331
H 0.00519 0.21778 -5.58906  0.294
H -0.38770 -0.84125 -3.59809  0.428
H 0.87190 1.84120 -2.26605  0.333
C -2.71156 0.00284 -2.02190  0.658
O -1.95304 -0.66005 -2.65958  -0.757
N -3.96739 -0.05966 -2.10635  -0.406
N -2.27925 0.79346 -1.07331  -0.223
H -4.29420 -0.72046 -2.79674  0.278
H -4.57100 0.64158 -1.70135  0.171
H -1.29121 0.91733 -0.90439  0.025
H -2.96559 1.50518 -0.86712  0.184
C -1.31518 -0.47427 3.31384  0.787
O -0.49003 -0.04119 4.12890  -0.803
N -1.25568 -1.67491 2.87852  -0.401
N -2.22545 0.22800 2.74905  -0.398
H -0.58640 -2.18470 3.43733  0.250
H -1.83283 -2.08519 2.15833  0.164
H -2.28572 1.22177 2.91902  0.227
H -2.87111 -0.15693 2.07448  0.139

The HOMO energy is -11.5244 eV. Its LUMO energy is -4.41 eV. Its energy above the lowest of the compared OMol25 structures with the same formula, charge and spin is 58.4 kcal/mol. The maximum force comes out at 0.1204 Eh/bohr. Its net charge is +1. For the orbital gap, the calculation gives 7.11 eV.